[1]
{"formula": "C32H21Cl2MoN3O7S", "method": "ωB97M-V/def2-TZVPD", "symbols": ["C", "H", "H", "H", "C", "C", "C", "C", "C", "C", "H", "H", "C", "S", "Cl", "H", "O", "C", "C", "C", "C", "C", "O", "C", "H", "H", "C", "H", "H", "N", "C", "C", "C", "O", "C", "C", "H", "O", "C", "C", "C", "C", "O", "O", "H", "H", "N", "H", "H", "H", "H", "C", "C", "H", "N", "Mo", "C", "O", "C", "C", "Cl", "C", "C", "C", "H", "H", "H"], "coordinates": [[-1.81901, 2.55514, -2.32913], [4.05200, 0.08863, 2.57924], [5.70938, 2.08995, -2.65107], [5.94975, 0.70768, 1.37256], [-0.62098, -4.43833, 0.78104], [5.34980, 0.92663, 0.49928], [0.07175, 3.65006, 3.76838], [3.37413, 0.24487, 1.73033], [-0.03677, -4.22988, -1.91896], [3.96359, 0.72246, 0.51661], [0.19286, -4.11697, -2.96819], [-5.04912, -4.06450, 1.55282], [3.84444, 1.52141, -1.77681], [0.88319, -2.23557, 1.49014], [1.46888, -2.02682, -1.56513], [1.71647, 2.97934, 0.87443], [7.88261, 2.09606, -1.64952], [-0.70102, 2.50563, 3.86515], [-0.58442, 1.53656, 2.87599], [-1.12144, -5.37480, -0.10890], [5.19804, 1.70999, -1.77823], [-2.31904, -1.36850, 1.85558], [-0.84792, 0.28565, -0.85912], [-3.73990, 1.97713, -4.27446], [-1.23895, -5.98710, -2.15529], [-1.74185, -6.17595, 0.26648], [1.04049, 2.83068, 1.70863], [-3.71247, -3.41514, -0.43263], [-3.92808, 4.10869, -4.47871], [-1.46591, 0.44835, 2.89938], [-0.83540, -5.26537, -1.45878], [-4.28282, -3.30484, 1.63584], [0.18144, -3.37396, 0.35851], [8.01217, 1.36310, 0.37031], [-4.04081, -2.69377, 2.86109], [0.29477, 1.66043, 1.80132], [-1.40232, 2.35682, 4.67519], [2.17843, 0.00298, 1.91871], [0.46235, -3.32304, -1.00713], [-1.50537, 0.03078, -1.96086], [-2.47649, 3.57950, -3.00778], [-3.06433, -1.72304, 2.97723], [-0.87630, 2.85394, -1.39423], [1.89703, 0.86111, -0.68082], [-0.00126, 4.42075, 4.52369], [-2.86656, -1.24490, 3.92485], [-1.32755, -0.33056, 1.93084], [-0.81678, 3.81286, -1.31576], [3.24392, 1.74407, -2.64790], [1.50952, 4.72378, 2.59539], [-1.96882, -1.71425, -0.23960], [-2.12546, 1.22210, -2.62661], [0.92476, 3.81640, 2.68258], [-4.48271, 1.74686, -5.02533], [7.39298, 1.61977, -0.64420], [0.47919, -0.00191, 0.55386], [-2.54457, -1.98151, 0.63304], [-1.64330, -1.09207, -2.40482], [-3.42935, 3.29521, -3.96791], [-3.53667, -2.94546, 0.52631], [-1.02517, -4.60639, 2.45684], [-3.08313, 0.96211, -3.60567], [5.94812, 1.40844, -0.63196], [3.17636, 1.01589, -0.63269], [-4.61477, -2.98029, 3.73253], [-3.29292, -0.07632, -3.82271], [-2.22869, 4.60938, -2.77327]], "atomic_forces_ev_per_a": [[-0.01, 0.01, 0.03], [-0.02, 0.01, -0.02], [0.00, 0.00, 0.00], [0.00, -0.01, 0.00], [0.06, -0.06, 0.02], [0.01, 0.00, -0.04], [-0.02, 0.00, 0.01], [-0.18, -0.02, 0.05], [-0.03, -0.03, -0.01], [-0.03, 0.02, -0.04], [0.00, 0.00, -0.01], [-0.01, 0.00, 0.00], [-0.03, -0.01, 0.01], [-0.02, 0.08, 0.06], [0.00, 0.06, -0.29], [0.01, 0.00, 0.01], [0.03, -0.14, -0.08], [0.00, -0.01, -0.02], [0.03, 0.08, -0.13], [0.03, 0.01, 0.05], [0.01, -0.01, 0.01], [0.04, -0.01, 0.04], [0.17, 0.09, 0.44], [0.01, 0.00, 0.00], [0.00, -0.01, -0.01], [-0.01, -0.01, 0.00], [0.01, -0.06, 0.00], [0.00, 0.00, 0.00], [0.00, 0.00, 0.00], [-0.15, -0.37, -0.32], [0.02, 0.03, -0.02], [0.00, 0.00, -0.04], [-0.04, -0.19, -0.01], [0.02, -0.16, -0.04], [0.00, 0.06, 0.05], [-0.15, 0.21, -0.10], [-0.01, 0.00, 0.01], [0.42, -0.01, 0.09], [-0.01, 0.12, 0.04], [0.10, -0.07, -0.12], [0.00, 0.00, 0.00], [-0.04, -0.04, 0.01], [-0.01, 0.04, -0.01], [-0.43, -0.31, 0.18], [0.00, 0.00, 0.01], [0.01, 0.00, 0.00], [0.05, 0.41, 0.14], [0.00, -0.04, -0.01], [0.00, 0.00, 0.00], [0.00, 0.00, 0.00], [0.01, 0.00, -0.03], [0.02, -0.01, 0.04], [0.01, 0.01, -0.02], [0.00, 0.00, 0.00], [0.00, 0.43, 0.17], [0.14, -0.10, -0.16], [-0.02, 0.09, 0.03], [-0.03, 0.04, 0.04], [0.01, 0.00, 0.01], [-0.07, 0.01, 0.01], [0.06, -0.07, -0.03], [0.02, 0.00, -0.01], [-0.06, -0.13, -0.02], [0.10, 0.05, 0.02], [0.00, 0.00, 0.00], [-0.01, -0.01, 0.00], [0.00, 0.00, 0.00]], "e_lumo_ev": [-1.1, -1.4], "multiplicity": 3, "orbital_gap_ha": [0.249, 0.254], "e_homo_ev": [-7.926, -8.313]}


[2]
{"formula": "C6H12O", "method": "ωB97M-V/def2-TZVPD", "symbols": ["H", "H", "C", "C", "H", "H", "H", "C", "H", "O", "H", "C", "C", "H", "H", "C", "H", "H", "H"], "coordinates": [[-1.03653, 0.29094, -1.69956], [-1.22462, -0.45345, 0.84375], [-1.24522, 0.47848, 1.40799], [0.92312, 0.28044, -0.69033], [0.13925, -2.42058, -0.84830], [2.70841, -0.06354, 0.43575], [1.47661, 0.66677, -1.55908], [-0.54285, -1.69682, -1.28775], [1.33690, -1.05035, 0.97262], [0.66146, 1.42990, 0.11777], [-1.32283, 1.96606, -0.16830], [1.84666, -0.64254, 0.09263], [-0.30447, -0.38961, -1.26426], [-0.71736, 0.31608, 2.35068], [-2.29566, 0.70589, 1.61707], [-0.63806, 1.64452, 0.63162], [-0.52109, 2.50293, 1.30249], [-1.45155, -2.09297, -1.73099], [2.20779, -1.47213, -0.52378]], "atomic_forces_ev_per_a": [[0.11, -0.12, -0.01], [-0.04, 0.22, 0.16], [-0.01, 0.03, 0.13], [0.12, -0.21, -0.12], [-0.08, 0.13, -0.07], [-0.12, -0.09, -0.04], [-0.01, -0.02, 0.11], [0.08, 0.12, -0.09], [0.04, 0.05, -0.14], [0.01, -0.01, -0.01], [0.08, -0.12, 0.06], [0.02, -0.07, 0.01], [-0.04, -0.12, -0.07], [-0.05, 0.06, -0.02], [0.12, 0.01, 0.12], [-0.27, 0.08, 0.07], [-0.06, -0.11, -0.14], [0.13, 0.07, -0.01], [-0.03, 0.12, 0.06]], "e_lumo_ev": 1.1, "orbital_gap_ha": 0.385, "e_homo_ev": -9.369}


[3]
{"formula": "C5H8O", "method": "ωB97M-V/def2-TZVPD", "symbols": ["H", "O", "H", "H", "H", "C", "C", "C", "H", "H", "C", "C", "H", "H"], "coordinates": [[-1.98774, 1.20692, -0.22109], [2.17626, -0.61309, -0.25334], [-1.31538, 1.26500, 1.40782], [-0.60864, 2.28041, 0.12853], [1.61459, 1.28433, -0.60517], [-1.05610, 1.30357, 0.34075], [1.36270, 0.47332, 0.08941], [-1.36539, -2.16198, -0.05060], [0.05078, -0.89075, -1.13310], [1.88139, -1.37204, 0.27139], [-0.57044, -1.12297, -0.16620], [-0.11891, 0.16493, 0.06528], [1.58189, 0.85466, 1.10421], [-1.64501, -2.67232, -0.97789]], "atomic_forces_ev_per_a": [[0.17, -0.01, 0.08], [-0.05, -0.18, 0.19], [-0.01, 0.01, -0.09], [-0.03, -0.17, 0.03], [-0.11, -0.10, 0.09], [-0.05, 0.07, -0.05], [-0.15, 0.20, 0.01], [0.31, 0.31, -0.11], [0.04, -0.08, -0.30], [0.11, 0.02, -0.13], [-0.24, -0.01, 0.12], [-0.01, -0.06, 0.13], [-0.03, -0.07, -0.12], [0.03, 0.06, 0.14]], "e_lumo_ev": 0.0, "orbital_gap_ha": 0.286, "e_homo_ev": -7.802}


Number 3 is which compound? C5H8O